Below is a 13-piece molecular cluster, C46H127N9O18 overall, with properties calculated with ωB97M-V with the def2-TZVPD basis set.

Values from the calculation:
HOMO energy: -8.532 eV
Molecular weight: 1094.6 g/mol
Electronic energy: -3675.6338 Eh
Total charge: 0
Energy relative to the best compared isomer or geometry (same formula, charge and spin): 0.0 kcal/mol
LUMO level: 0.4 eV

Last columns: bonded neighbours and bond lengths (Å).
Geometry (Å):
1 C 11.5714 20.0703 -17.0972  C2 1.526, H7 1.090, H8 1.090, H9 1.090
2 C 10.3806 19.6158 -17.9372  C1 1.526, C3 1.539, N6 1.456, H10 1.090
3 C 10.7802 19.4223 -19.4106  C2 1.539, O4 1.447, H11 1.090, H12 1.090
4 O 11.1301 20.7244 -19.9366  C3 1.447, C5 1.419
5 C 11.9862 20.7445 -21.0678  O4 1.419, H13 1.090, H14 1.090, H15 1.090
6 N 9.7155 18.4913 -17.2956  C2 1.456, H16 1.010, H17 1.010
7 H 11.2684 20.3243 -16.0814  C1 1.090
8 H 12.0187 20.9861 -17.4837  C1 1.090
9 H 12.3362 19.2958 -17.0400  C1 1.090
10 H 9.6268 20.3995 -17.8618  C2 1.090
11 H 9.9634 19.0075 -20.0013  C3 1.090
12 H 11.6038 18.7128 -19.4898  C3 1.090
13 H 12.6990 19.9198 -21.0740  C5 1.090
14 H 12.4917 21.7061 -21.1562  C5 1.090
15 H 11.5642 20.5151 -22.0462  C5 1.090
16 H 9.4941 18.7994 -16.3596  N6 1.010
17 H 10.3824 17.7338 -17.2568  N6 1.010
18 C 8.5771 29.7006 -14.1900  C19 1.500, H24 1.090, H25 1.090, H26 1.090
19 C 9.0149 30.0383 -15.5840  C18 1.500, C20 1.594, N23 1.455, H27 1.090
20 C 8.5547 31.4557 -16.1497  C19 1.594, O21 1.472, H28 1.090, H29 1.090
21 O 7.0893 31.5381 -16.2646  C20 1.472, C22 1.409
22 C 6.4704 31.0492 -17.4318  O21 1.409, H30 1.090, H31 1.090, H32 1.090
23 N 10.4653 29.9333 -15.5403  C19 1.455, H33 1.010, H34 1.010
24 H 7.5190 29.9609 -14.1630  C18 1.090
25 H 9.0957 30.1928 -13.3673  C18 1.090
26 H 8.5298 28.6365 -13.9585  C18 1.090
27 H 8.7043 29.2335 -16.2502  C19 1.090
28 H 9.1025 31.7822 -17.0336  C20 1.090
29 H 8.8201 32.2630 -15.4672  C20 1.090
30 H 5.5377 31.5902 -17.5915  C22 1.090
31 H 6.1465 30.0087 -17.4125  C22 1.090
32 H 7.0500 31.2043 -18.3418  C22 1.090
33 H 10.8981 30.7759 -15.1897  N23 1.010
34 H 10.8429 29.9184 -16.4769  N23 1.010
35 C 6.6058 18.8337 -19.1943  C36 1.516, H41 1.090, H42 1.090, H43 1.090
36 C 6.5224 20.2672 -18.7084  C35 1.516, C37 1.527, N40 1.427, H44 1.090
37 C 7.0466 21.2862 -19.7184  C36 1.527, O38 1.414, H45 1.090, H46 1.090
38 O 7.2297 22.5459 -19.1021  C37 1.414, C39 1.448
39 C 7.7994 23.6213 -19.8870  O38 1.448, H47 1.090, H48 1.090, H49 1.090
40 N 5.1604 20.5293 -18.3737  C36 1.427, H50 1.010, H51 1.010
41 H 7.6307 18.5938 -19.4773  C35 1.090
42 H 5.9595 18.5854 -20.0362  C35 1.090
43 H 6.3561 18.1555 -18.3783  C35 1.090
44 H 7.1953 20.2834 -17.8510  C36 1.090
45 H 6.3304 21.3379 -20.5384  C37 1.090
46 H 7.9797 20.8635 -20.0911  C37 1.090
47 H 7.6825 24.6097 -19.4426  C39 1.090
48 H 7.5584 23.7021 -20.9470  C39 1.090
49 H 8.8677 23.4050 -19.8809  C39 1.090
50 H 5.1294 21.4175 -17.8938  N40 1.010
51 H 4.5907 20.7587 -19.1756  N40 1.010
52 C 8.6420 23.1097 -10.2204  C53 1.516, H58 1.090, H59 1.090, H60 1.090
53 C 7.8830 21.8296 -9.9293  C52 1.516, C54 1.579, N57 1.429, H61 1.090
54 C 6.3204 21.8661 -10.1524  C53 1.579, O55 1.412, H62 1.090, H63 1.090
55 O 5.6444 22.9700 -9.5876  C54 1.412, C56 1.382
56 C 5.3902 22.8497 -8.2346  O55 1.382, H64 1.090, H65 1.090, H66 1.090
57 N 8.4406 20.7147 -10.6286  C53 1.429, H67 1.010, H68 1.010
58 H 8.4872 23.3751 -11.2662  C52 1.090
59 H 9.6776 22.8736 -9.9755  C52 1.090
60 H 8.4011 23.9603 -9.5828  C52 1.090
61 H 8.0264 21.6056 -8.8723  C53 1.090
62 H 5.9148 20.8733 -9.9579  C54 1.090
63 H 6.1428 21.9607 -11.2237  C54 1.090
64 H 4.9331 23.7640 -7.8562  C56 1.090
65 H 6.3195 22.6908 -7.6876  C56 1.090
66 H 4.6818 22.0464 -8.0323  C56 1.090
67 H 7.8089 20.5111 -11.3900  N57 1.010
68 H 9.2680 21.0433 -11.1056  N57 1.010
69 C 5.2614 26.1838 -19.1176  C70 1.476, H75 1.090, H76 1.090, H77 1.090
70 C 5.4853 25.4840 -17.8374  C69 1.476, C71 1.484, N74 1.439, H78 1.090
71 C 4.9751 26.1168 -16.5957  C70 1.484, O72 1.439, H79 1.090, H80 1.090
72 O 5.7292 27.3282 -16.4089  C71 1.439, C73 1.416
73 C 5.4425 27.8905 -15.1414  O72 1.416, H81 1.090, H82 1.090, H83 1.090
74 N 4.8592 24.1918 -17.9360  C70 1.439, H84 1.010, H85 1.010
75 H 4.2451 26.2195 -19.5101  C69 1.090
76 H 5.8494 25.8150 -19.9580  C69 1.090
77 H 5.5510 27.2260 -18.9840  C69 1.090
78 H 6.5621 25.3712 -17.7116  C70 1.090
79 H 5.1842 25.4713 -15.7426  C71 1.090
80 H 3.9139 26.3643 -16.5676  C71 1.090
81 H 5.8490 28.8985 -15.0586  C73 1.090
82 H 5.9114 27.3971 -14.2900  C73 1.090
83 H 4.3689 28.0256 -15.0103  C73 1.090
84 H 5.1505 23.6313 -18.7242  N74 1.010
85 H 4.8499 23.6145 -17.1073  N74 1.010
86 C 11.4317 25.5690 -20.0401  C87 1.569, H92 1.090, H93 1.090, H94 1.090
87 C 12.4256 25.0861 -21.1540  C86 1.569, C88 1.495, N91 1.426, H95 1.090
88 C 11.6682 24.4506 -22.2756  C87 1.495, O89 1.414, H96 1.090, H97 1.090
89 O 12.4789 23.5068 -22.9484  C88 1.414, C90 1.407
90 C 11.9788 22.9529 -24.1408  O89 1.407, H98 1.090, H99 1.090, H100 1.090
91 N 13.2723 26.1390 -21.6094  C87 1.426, H101 1.010, H102 1.010
92 H 10.5378 26.1006 -20.3666  C86 1.090
93 H 12.0422 26.1982 -19.3924  C86 1.090
94 H 11.2020 24.7059 -19.4153  C86 1.090
95 H 13.0754 24.3201 -20.7308  C87 1.090
96 H 11.2770 25.1604 -23.0045  C88 1.090
97 H 10.8516 23.8220 -21.9205  C88 1.090
98 H 12.0664 23.6743 -24.9532  C90 1.090
99 H 11.0239 22.4564 -23.9686  C90 1.090
100 H 12.8044 22.3105 -24.4472  C90 1.090
101 H 13.8278 26.5598 -20.8783  N91 1.010
102 H 13.9335 25.6915 -22.2279  N91 1.010
103 C 8.0064 22.9503 -13.8320  C104 1.535, H109 1.090, H110 1.090, H111 1.090
104 C 8.0803 22.9990 -15.3640  C103 1.535, C105 1.510, N108 1.469, H112 1.090
105 C 9.4773 23.3191 -15.8399  C104 1.510, O106 1.438, H113 1.090, H114 1.090
106 O 9.9925 24.5928 -15.4163  C105 1.438, C107 1.480
107 C 9.6658 25.7205 -16.3169  O106 1.480, H115 1.090, H116 1.090, H117 1.090
108 N 7.6335 21.6607 -15.7720  C104 1.469, H118 1.010, H119 1.010
109 H 8.1104 23.9527 -13.4166  C103 1.090
110 H 8.8120 22.3172 -13.4600  C103 1.090
111 H 7.0537 22.5807 -13.4527  C103 1.090
112 H 7.3189 23.7044 -15.6968  C104 1.090
113 H 9.5853 23.1336 -16.9086  C105 1.090
114 H 10.1245 22.6270 -15.3012  C105 1.090
115 H 10.1010 26.6334 -15.9102  C107 1.090
116 H 8.6040 25.8023 -16.5492  C107 1.090
117 H 10.1275 25.6384 -17.3009  C107 1.090
118 H 7.5821 21.7909 -16.7722  N108 1.010
119 H 6.6853 21.5873 -15.4320  N108 1.010
120 C 13.1077 28.2067 -17.0691  C121 1.485, H126 1.090, H127 1.090, H128 1.090
121 C 14.3937 28.1900 -16.3270  C120 1.485, C122 1.538, N125 1.482, H129 1.090
122 C 14.2485 28.7942 -14.9200  C121 1.538, O123 1.400, H130 1.090, H131 1.090
123 O 15.4919 28.8152 -14.2773  C122 1.400, C124 1.374
124 C 15.5563 29.5984 -13.1498  O123 1.374, H132 1.090, H133 1.090, H134 1.090
125 N 14.9908 26.8419 -16.4735  C121 1.482, H135 1.010, H136 1.010
126 H 12.2593 27.6962 -16.6133  C120 1.090
127 H 13.1527 27.7590 -18.0619  C120 1.090
128 H 12.8443 29.2611 -17.1526  C120 1.090
129 H 15.0486 28.8179 -16.9312  C121 1.090
130 H 13.5150 28.3166 -14.2704  C122 1.090
131 H 13.8941 29.8012 -15.1402  C122 1.090
132 H 16.5461 29.6320 -12.6944  C124 1.090
133 H 14.8598 29.2031 -12.4103  C124 1.090
134 H 15.2892 30.6343 -13.3587  C124 1.090
135 H 15.7790 26.9704 -15.8552  N125 1.010
136 H 14.4458 26.1334 -16.0033  N125 1.010
137 C 4.6730 25.3326 -12.3267  C138 1.565, O140 1.462, H141 1.090, H142 1.090
138 C 6.0050 25.7105 -11.5973  C137 1.565, O139 1.389, H143 1.090, H144 1.090
139 O 5.9646 25.4913 -10.2263  C138 1.389, H145 0.960
140 O 4.4929 23.9146 -12.6346  C137 1.462, H146 0.960
141 H 4.7589 25.8037 -13.3059  C137 1.090
142 H 3.7912 25.8288 -11.9214  C137 1.090
143 H 6.4066 26.6952 -11.8365  C138 1.090
144 H 6.7298 24.9636 -11.9210  C138 1.090
145 H 5.9327 24.5381 -10.1166  O139 0.960
146 H 3.7804 23.6239 -12.0607  O140 0.960
147 C 3.5699 21.8324 -15.4942  C148 1.551, O150 1.437, H151 1.090, H152 1.090
148 C 3.7556 20.3287 -15.1608  C147 1.551, O149 1.456, H153 1.090, H154 1.090
149 O 4.9082 19.7264 -15.8157  C148 1.456, H155 0.960
150 O 4.7271 22.5982 -15.1211  C147 1.437, H156 0.960
151 H 2.6407 22.2095 -15.0670  C147 1.090
152 H 3.4188 22.0212 -16.5570  C147 1.090
153 H 2.8705 19.7431 -15.4096  C148 1.090
154 H 3.9779 20.2420 -14.0972  C148 1.090
155 H 4.8234 19.8452 -16.7646  O149 0.960
156 H 4.6698 22.9422 -14.2266  O150 0.960
157 C 11.6280 21.0032 -12.7755  C158 1.537, O160 1.384, H161 1.090, H162 1.090
158 C 12.0622 19.6141 -12.2805  C157 1.537, O159 1.433, H163 1.090, H164 1.090
159 O 13.4770 19.4008 -12.2014  C158 1.433, H165 0.960
160 O 11.9167 21.9564 -11.8148  C157 1.384, H166 0.960
161 H 10.5756 21.0584 -13.0540  C157 1.090
162 H 12.1740 21.2308 -13.6910  C157 1.090
163 H 11.5510 18.8526 -12.8695  C158 1.090
164 H 11.7248 19.3794 -11.2709  C158 1.090
165 H 13.8964 20.0879 -11.6784  O159 0.960
166 H 11.7182 22.8024 -12.2230  O160 0.960
167 C 7.2770 18.4474 -13.2264  C168 1.502, O170 1.441, H171 1.090, H172 1.090
168 C 8.1660 18.3728 -14.4353  C167 1.502, O169 1.385, H173 1.090, H174 1.090
169 O 8.9612 19.5022 -14.5386  C168 1.385, H175 0.960
170 O 6.4736 19.6430 -13.2159  C167 1.441, H176 0.960
171 H 7.8607 18.4401 -12.3059  C167 1.090
172 H 6.6579 17.5506 -13.2015  C167 1.090
173 H 7.5952 18.2755 -15.3588  C168 1.090
174 H 8.8411 17.5200 -14.3650  C168 1.090
175 H 8.3684 20.1830 -14.8652  O169 0.960
176 H 5.8886 19.5605 -13.9726  O170 0.960
177 C 13.4145 23.8360 -16.4996  O178 1.471, H186 1.090, H187 1.090, H188 1.090
178 O 13.5588 24.6144 -15.2593  C177 1.471, C179 1.446
179 C 13.9294 23.8966 -14.0597  O178 1.446, C180 1.536, H189 1.090, H190 1.090
180 C 13.2562 24.6550 -12.9057  C179 1.536, N181 1.478, H191 1.090, H192 1.090
181 N 11.7861 24.5099 -12.9464  C180 1.478, C182 1.441, H193 1.010
182 C 11.0382 25.3314 -12.0281  N181 1.441, C183 1.577, H194 1.090, H195 1.090
183 C 11.4610 25.2112 -10.5138  C182 1.577, O184 1.429, H196 1.090, H197 1.090
184 O 12.6979 25.9038 -10.3342  C183 1.429, C185 1.415
185 C 13.1818 25.8353 -9.0068  O184 1.415, H198 1.090, H199 1.090, H200 1.090
186 H 12.6196 23.1006 -16.3748  C177 1.090
187 H 14.2979 23.2228 -16.6775  C177 1.090
188 H 13.1660 24.5321 -17.3007  C177 1.090
189 H 15.0148 23.9926 -14.0329  C179 1.090
190 H 13.6945 22.8323 -14.0424  C179 1.090
191 H 13.5675 25.6876 -13.0635  C180 1.090
192 H 13.6206 24.3003 -11.9416  C180 1.090
193 H 11.3343 24.6232 -13.8426  N181 1.010
194 H 9.9606 25.2636 -12.1775  C182 1.090
195 H 11.3615 26.3403 -12.2847  C182 1.090
196 H 11.4590 24.1669 -10.2017  C183 1.090
197 H 10.7064 25.7304 -9.9230  C183 1.090
198 H 14.2241 26.1441 -8.9262  C185 1.090
199 H 13.1942 24.8384 -8.5662  C185 1.090
200 H 12.6405 26.5069 -8.3404  C185 1.090